6 unconnected molecules or ions with the total composition C30H76BClN7O10P at a distorted geometry, computed with ωB97M-V with the def2-TZVPD basis set.

The frontier orbital gap comes out at 8.30 eV. The calculation puts the maximum force at 4.63 eV/A. The value obtained for the HOMO energy is -8.15 eV.

```
126
C30H76BClN7O10P, DFT ωB97M-V with the def2-TZVPD basis set
C 5.42762 -0.21169 -1.10096
B 4.58298 -0.52875 -2.41582
O 4.93672 -1.68508 -3.11708
C 3.33252 0.30059 -3.01150
O 2.05659 0.01912 -2.42199
C 2.10584 -0.10915 -1.03005
Cl 0.40366 0.19851 -0.43308
C 3.60205 1.85985 -3.14066
O 4.74497 1.92782 -4.07172
C 4.38979 2.21202 -5.30914
N 4.16540 2.13900 -6.40935
O 3.87570 2.36171 -1.88057
C 3.97825 3.78462 -1.78234
C 5.29021 4.41853 -2.37519
C 4.89190 5.59635 -3.32380
C 5.93828 5.88237 -4.44585
C 4.66793 6.89001 -2.45974
P 2.04532 2.59198 -3.99887
N 0.96701 2.90647 -2.69694
O 1.27671 1.43871 -4.90039
H 6.50394 -0.04159 -1.31553
H 5.40164 -1.14014 -0.47911
H 4.99998 0.57648 -0.45696
H 5.87680 -1.80610 -2.90018
H 3.24104 -0.02944 -4.07126
H 2.72746 0.63767 -0.51217
H 2.32341 -1.14590 -0.69824
H 4.00299 4.01038 -0.69508
H 3.12203 4.36019 -2.17516
H 5.97463 3.68921 -2.83955
H 5.86075 4.89047 -1.54538
H 3.92382 5.41414 -3.84299
H 6.90900 6.09312 -3.95715
H 5.97018 5.00655 -5.11831
H 5.60925 6.79547 -4.98206
H 5.62571 7.43420 -2.33346
H 3.93476 7.58126 -2.91507
H 4.28699 6.63944 -1.44919
H 1.32040 2.59723 -1.79581
H 0.66257 3.87243 -2.68712
H 1.88590 0.93298 -5.46749
C -4.96918 -2.21365 0.30635
C -3.71183 -1.35322 0.22021
C -3.24618 -0.79636 1.57735
O -4.02149 0.29062 2.06801
C -5.23914 -0.08384 2.68841
N -3.93758 -0.28235 -0.75844
H -5.87697 -1.61817 0.40917
H -5.08403 -2.80797 -0.60183
H -4.91712 -2.90514 1.15148
H -2.90800 -1.99372 -0.15713
H -2.24165 -0.40073 1.44967
H -3.17222 -1.58550 2.33128
H -5.15287 -1.03114 3.22851
H -6.03730 -0.13917 1.94467
H -5.50908 0.69888 3.40031
H -3.06524 0.22148 -0.90133
H -4.54564 0.40630 -0.31960
C -0.99181 -2.09551 5.23821
C -0.02295 -1.79488 4.09847
C 1.25491 -1.06587 4.54810
O 1.08234 0.31208 4.83483
C 0.53269 0.59020 6.11024
N -0.73544 -1.04803 3.05543
H -1.56181 -1.21783 5.54528
H -1.71799 -2.84953 4.92847
H -0.46403 -2.48309 6.11375
H 0.28632 -2.75551 3.67644
H 1.97161 -1.10302 3.72212
H 1.73143 -1.57764 5.39478
H 0.86872 -0.12557 6.86600
H -0.55813 0.60645 6.06188
H 0.86289 1.58719 6.40503
H -0.12423 -0.94542 2.24911
H -0.85241 -0.09304 3.39209
C 0.39706 -3.75449 -7.89492
C 1.62090 -2.84842 -7.98741
C 2.07034 -2.27273 -6.63349
O 1.26043 -1.21683 -6.14024
C 0.05825 -1.63059 -5.50993
N 1.35277 -1.78782 -8.96511
H -0.53144 -3.19293 -7.78925
H 0.30133 -4.35340 -8.80185
H 0.47778 -4.44250 -7.04946
H 2.44617 -3.45920 -8.36700
H 3.06601 -1.83788 -6.76647
H 2.17555 -3.06080 -5.87686
H 0.18396 -2.57196 -4.96821
H -0.74613 -1.71771 -6.24268
H -0.22725 -0.85434 -4.79909
H 2.20492 -1.25214 -9.11156
H 0.72102 -1.12105 -8.52572
C -0.80651 -8.00213 4.73407
C 0.63108 -7.51708 4.89311
C 0.77477 -5.98534 4.87200
O 0.66283 -5.39651 3.58635
C -0.66629 -5.23076 3.12197
N 1.46263 -8.15366 3.86565
H -1.15274 -7.95182 3.70134
H -0.88955 -9.04496 5.04333
H -1.49170 -7.41674 5.35252
H 0.98028 -7.85949 5.87234
H 1.78258 -5.73670 5.21844
H 0.07896 -5.50777 5.57460
H -1.35823 -4.99343 3.93456
H -0.99704 -6.12357 2.58778
H -0.66941 -4.40330 2.41029
H 2.43709 -7.92090 4.04047
H 1.25916 -7.69292 2.98084
C -5.93284 6.22597 3.59634
C -5.86225 4.97807 2.72134
C -7.10400 4.07396 2.82986
O -7.16813 3.30344 4.02212
C -7.63289 4.01200 5.15719
N -4.63207 4.24523 3.03808
H -5.72714 6.01268 4.64571
H -5.19040 6.95679 3.27235
H -6.91576 6.69974 3.53077
H -5.79861 5.31691 1.68249
H -7.06441 3.34667 2.01355
H -8.03102 4.64501 2.69019
H -8.39433 4.75187 4.89525
H -6.80057 4.49171 5.67630
H -8.07343 3.28794 5.84421
H -4.53057 3.47685 2.37814
H -4.78045 3.77872 3.93077
```

=====

4 unconnected molecules or ions with the total composition C4H12NO6 at a distorted geometry, computed with ωB97M-V with the def2-TZVPD basis set.

The frontier orbital gap comes out at 9.24 eV. The calculation puts the maximum force at 1.87 eV/A. The energy relative to the best compared isomer or geometry (same formula, charge and spin) is 68.4 kJ/mol. Its charge is -1. The value obtained for the HOMO energy is -5.83 eV.

```
23
C4H12NO6, DFT ωB97M-V with the def2-TZVPD basis set
C -0.11900 1.75277 0.48382
C 0.58161 1.44844 1.82415
C 2.03378 1.18413 1.50516
O 2.87616 2.03609 1.38023
N 0.23499 1.05936 -0.75938
C 0.37173 -0.37805 -0.76090
O 0.61211 -0.97597 -1.81410
O 0.09959 -0.88351 0.37671
H -1.19862 1.84208 0.52456
H 0.21121 2.73234 0.20008
H 0.37750 2.32243 2.44415
H 0.16000 0.56468 2.28140
H 2.18679 0.08950 1.48495
H 0.97379 1.49952 -1.24576
H 1.07890 -3.13215 -0.94498
H 0.43789 -2.52834 0.26432
O 0.60165 -3.40512 -0.15985
H -1.29345 -3.28313 -1.03054
H -0.76762 -2.39096 -2.09800
O -1.45067 -3.06729 -1.95286
H -2.74916 0.91438 0.02945
H -2.26991 1.13983 -1.29702
O -2.98926 1.45897 -0.73558
```

=====

A molecular structure, C31H38N2O2P2STcTe, computed with ωB97M-V with the def2-TZVPD basis set.

The frontier orbital gap (spin up / spin down) comes out at 5.65 / 6.44 eV. As for the expectation value of S²: 1.1398. The calculation puts the maximum force at 0.97 eV/A. The spin multiplicity is 2. The energy relative to the best compared isomer or geometry (same formula, charge and spin) is 0.0 kJ/mol. Its charge is +2. The value obtained for the HOMO energy (spin up / spin down) is -14.07 / -14.24 eV.

```
78
C31H38N2O2P2STcTe, DFT ωB97M-V with the def2-TZVPD basis set
Tc -0.99955 -0.31999 -0.71488
C -2.28138 1.66074 2.15098
P -1.67499 1.68953 0.44246
C -0.12543 2.67487 0.55844
N -0.17595 3.97368 0.72529
C 0.99591 4.64955 0.77786
C 0.98384 6.05863 0.91447
C 2.16633 6.73090 0.93819
C 3.40745 6.04018 0.83837
C 3.45035 4.68733 0.71088
C 2.23660 3.96163 0.66869
N 2.26537 2.61924 0.49936
C 1.11705 1.98694 0.45358
P 1.16144 0.18787 0.10865
C 2.44268 0.07501 -1.16313
C 1.80477 -0.69160 1.59382
C 0.73261 -0.60331 2.67999
C 2.05042 -2.14568 1.15387
C 3.09635 -0.04427 2.09346
C -2.94997 2.59677 -0.57277
C -2.42219 2.64526 -2.01298
C -3.23009 4.01078 -0.05676
C -4.24544 1.77147 -0.51249
H -2.55694 2.67961 2.41955
H -1.50214 1.30899 2.82313
H -3.14326 1.00058 2.23696
H 0.03202 6.57083 0.99276
H 2.16856 7.80986 1.03630
H 4.33121 6.60677 0.86459
H 4.38674 4.14731 0.63779
H 3.34049 0.54682 -0.76756
H 2.11592 0.61444 -2.04980
H 2.63592 -0.96606 -1.42187
H -0.20228 -1.06024 2.36903
H 0.54604 0.43905 2.96450
H 1.07932 -1.12783 3.57443
H 1.21614 -2.54763 0.57049
H 2.16567 -2.77376 2.04256
H 2.96263 -2.24132 0.56145
H 2.97601 1.01603 2.31068
H 3.91848 -0.16128 1.38507
H 3.38847 -0.54537 3.02243
H -1.44383 3.13109 -2.07706
H -3.11450 3.21937 -2.63392
H -2.34915 1.64770 -2.45473
H -2.33813 4.62515 0.00232
H -3.71345 3.99889 0.92339
H -3.92907 4.47894 -0.75714
H -4.10599 0.73995 -0.84610
H -4.97815 2.22959 -1.18206
H -4.68006 1.75990 0.49026
O 1.04863 -6.54371 -5.99026
C 1.79816 -5.65663 -5.31027
O 2.96804 -5.82827 -5.15998
C 1.10846 -4.44163 -4.72834
C 1.89311 -3.30858 -4.54729
C 1.35883 -2.17055 -3.97081
C 0.03023 -2.19054 -3.54690
S -0.66705 -0.71678 -2.85300
C -0.76775 -3.31839 -3.71138
C -0.21950 -4.44219 -4.31635
H 0.14586 -6.23810 -6.12330
H 2.92783 -3.33712 -4.86571
H 1.96205 -1.27809 -3.85493
H -1.79807 -3.31897 -3.37633
H -0.84034 -5.32424 -4.42962
Te -2.69754 -1.84794 0.43795
C -2.00299 -2.89962 2.10179
C -0.93386 -3.77980 1.97811
C -0.55378 -4.51824 3.08873
C -1.23688 -4.37274 4.29301
C -2.31405 -3.49866 4.39323
C -2.71296 -2.75591 3.28951
H -0.41937 -3.90778 1.03618
H 0.27016 -5.21772 3.01022
H -0.93899 -4.95872 5.15416
H -2.85644 -3.40400 5.32613
H -3.56465 -2.08796 3.36262
```

=====

2 unconnected molecules or ions with the total composition CH4IN2O at a distorted geometry, computed with ωB97M-V with the def2-TZVPD basis set.

The frontier orbital gap (spin up / spin down) comes out at 9.17 / 9.17 eV. The calculation puts the maximum force at 3.88 eV/A. The energy relative to the best compared isomer or geometry (same formula, charge and spin) is 275.2 kJ/mol. Its charge is +1. The value obtained for the HOMO energy (spin up / spin down) is -14.12 / -14.12 eV.

```
9
CH4IN2O, DFT ωB97M-V with the def2-TZVPD basis set
C 1.28872 0.17124 -0.61304
N -0.58573 0.74776 -1.28062
N 1.22481 -0.29267 0.58324
O -1.43986 0.15137 -0.47287
I 2.77902 0.34179 -1.97507
H -0.61832 1.65750 -0.89481
H 0.47487 -0.14276 1.16388
H 2.05625 -0.60239 1.09018
H -1.93293 -0.66243 -0.93944
```

=====

A molecular structure, C2H6ClHgO2 at a distorted geometry, computed with ωB97M-V with the def2-TZVPD basis set.

The frontier orbital gap comes out at 4.63 eV. The calculation puts the maximum force at 6.09 eV/A. Its charge is +1. The value obtained for the HOMO energy is -13.41 eV.

```
12
C2H6ClHgO2, DFT ωB97M-V with the def2-TZVPD basis set
Hg -23.47037 -24.01281 -3.02376
Cl -25.50503 -24.15021 -3.07542
C -25.76008 -22.56444 -1.10893
C -25.51510 -21.05590 -0.96465
O -26.67386 -20.35567 -1.37161
O -26.63420 -23.08559 -0.16352
H -24.84199 -23.14915 -1.05127
H -26.29378 -22.86779 -2.00962
H -24.61098 -20.68217 -1.44528
H -25.34762 -20.99675 0.11078
H -27.48421 -20.84516 -1.21243
H -27.47687 -22.62613 -0.18316
```